1.
Molecular formula: C35H66AlBrClN4O7
Method: DFT, the ωB97M-V functional and the def2-TZVPD basis

Each line ends with the Mulliken charge.
Geometry (Å):
1 C 7.526 0.898 0.056  -0.1035
2 C 7.287 0.005 0.843  -0.9303
3 C 6.628 -0.945 1.822  -0.7740
4 C 5.208 -1.451 1.370  0.1410
5 C 5.233 -1.904 -0.138  -1.1525
6 C 6.383 -2.895 -0.493  -0.5729
7 C 7.424 -2.287 -1.494  -0.8904
8 N 8.023 -3.262 -2.436  -0.3422
9 C 7.066 -3.483 -3.539  -0.4294
10 C 7.368 -2.661 -4.791  0.2616
11 C 8.590 -2.041 -5.079  -0.5428
12 C 8.782 -1.334 -6.290  -0.5102
13 C 7.750 -1.229 -7.240  -0.4263
14 C 6.501 -1.814 -6.942  -0.3725
15 C 6.322 -2.513 -5.744  0.1350
16 O 5.067 -3.079 -5.497  -0.5719
17 O 5.152 -2.711 2.037  -0.7035
18 Al 3.413 -3.199 2.382  1.0297
19 C 3.277 -3.748 4.329  -0.6502
20 N 2.258 -4.848 4.545  -0.5776
21 C 0.923 -4.387 4.123  -0.6264
22 O 2.864 -1.520 1.871  -0.8378
23 C 3.930 -0.556 1.768  1.9672
24 C 3.379 0.370 0.654  -0.9384
25 C 2.044 1.092 1.007  -1.3795
26 C 0.792 0.266 0.566  -0.5054
27 Br -0.780 1.439 0.931  -0.2890
28 C 4.035 -0.009 3.273  -0.6607
29 Cl 2.461 -0.292 4.183  -0.1701
30 C 4.312 1.512 3.435  -0.5376
31 C 5.557 2.058 2.686  -1.0690
32 H 7.663 1.570 -0.780  0.3890
33 H 6.655 -0.535 2.845  0.4205
34 H 7.267 -1.850 1.845  0.6037
35 H 4.257 -2.404 -0.313  0.5719
36 H 5.271 -0.999 -0.786  0.2555
37 H 5.910 -3.753 -1.026  0.5331
38 H 6.900 -3.325 0.380  0.4035
39 H 8.254 -1.876 -0.878  0.2081
40 H 6.975 -1.438 -2.044  0.2433
41 H 8.052 -4.145 -1.929  0.3284
42 H 7.164 -4.555 -3.833  0.4597
43 H 6.008 -3.381 -3.210  0.2624
44 H 9.417 -2.100 -4.362  0.3793
45 H 9.736 -0.856 -6.549  0.3494
46 H 7.870 -0.711 -8.198  0.3404
47 H 5.669 -1.751 -7.655  0.4025
48 H 4.496 -2.347 -5.220  0.3255
49 H 3.089 -4.427 1.413  -0.6771
50 H 4.241 -4.165 4.710  0.2885
51 H 2.996 -2.942 5.035  0.4096
52 H 2.532 -5.592 3.907  0.2841
53 H 0.108 -4.787 4.763  0.3141
54 H 0.685 -4.691 3.077  0.1682
55 H 0.875 -3.278 4.193  0.1804
56 H 4.123 1.098 0.260  0.3878
57 H 3.155 -0.294 -0.209  0.5026
58 H 1.897 1.308 2.076  0.4787
59 H 2.015 2.024 0.402  0.3315
60 H 0.691 -0.601 1.239  0.2020
61 H 0.818 -0.009 -0.499  0.4761
62 H 4.771 -0.645 3.801  0.7051
63 H 3.457 2.160 3.183  0.2081
64 H 4.510 1.678 4.518  0.4826
65 H 5.492 2.018 1.587  0.0951
66 H 6.509 1.583 2.979  0.2595
67 H 5.656 3.137 2.948  0.4596
68 C -6.535 -2.733 -2.184  -0.7216
69 O -6.125 -1.379 -2.162  -0.3662
70 C -6.981 -0.530 -1.400  -0.7961
71 C -6.307 -0.079 -0.115  0.4429
72 N -6.166 -1.182 0.831  -0.4238
73 C -5.280 -0.895 1.962  -0.8985
74 C -3.816 -0.563 1.666  -0.1997
75 O -3.060 -1.651 1.163  -0.4297
76 C -3.189 -1.880 -0.226  -0.6389
77 H -5.954 -3.245 -2.952  0.2472
78 H -6.334 -3.225 -1.227  0.3009
79 H -7.597 -2.826 -2.431  0.3355
80 H -7.950 -0.999 -1.201  0.4144
81 H -7.161 0.356 -2.017  0.3030
82 H -6.904 0.709 0.342  0.0936
83 H -5.334 0.348 -0.386  0.0021
84 H -5.799 -1.989 0.343  0.1165
85 H -5.296 -1.783 2.600  0.3597
86 H -5.718 -0.079 2.547  0.4002
87 H -3.350 -0.301 2.620  0.3962
88 H -3.700 0.317 1.026  0.1765
89 H -3.337 -0.954 -0.788  0.2699
90 H -4.007 -2.580 -0.424  0.2476
91 H -2.270 -2.352 -0.576  0.3517
92 C -7.433 7.836 0.301  -0.7046
93 O -8.251 7.105 1.197  -0.3310
94 C -9.594 6.942 0.750  -0.8154
95 C -9.865 5.501 0.346  -0.1427
96 N -9.161 5.148 -0.882  -0.3118
97 C -9.142 3.715 -1.177  -1.1334
98 C -8.470 2.780 -0.169  -0.1213
99 O -7.062 2.928 -0.081  -0.3661
100 C -6.626 3.988 0.753  -0.6439
101 H -6.510 8.087 0.823  0.2383
102 H -7.172 7.239 -0.578  0.2928
103 H -7.917 8.765 -0.015  0.3331
104 H -9.844 7.637 -0.057  0.4083
105 H -10.234 7.182 1.604  0.3911
106 H -10.941 5.369 0.192  0.3774
107 H -9.561 4.863 1.185  0.1532
108 H -8.204 5.467 -0.814  0.0872
109 H -8.621 3.602 -2.131  0.4109
110 H -10.172 3.380 -1.340  0.4290
111 H -8.634 1.758 -0.525  0.2756
112 H -8.927 2.827 0.826  0.3791
113 H -7.294 4.150 1.602  0.3444
114 H -6.516 4.908 0.174  0.1266
115 H -5.637 3.730 1.136  0.3367

As for the gap between HOMO and LUMO: 6.30 eV. Its total charge is -1. Its LUMO energy is 1.9 eV.

2.
Molecular formula: C35H66Cl2GeN8O7PSeTi
Method: DFT, the ωB97M-V functional and the def2-TZVPD basis

Each line ends with the Mulliken spin population.
Geometry (Å):
1 Ti 0.273 0.112 1.705  0.0927
2 O -0.697 -0.589 3.176  0.1151
3 C -0.170 -1.330 4.098  0.3818
4 C 0.702 -2.386 3.806  0.0736
5 C 1.106 -3.345 4.756  0.1147
6 C 1.807 -4.463 4.356  -0.0422
7 C 2.087 -4.696 3.003  0.1904
8 C 1.769 -3.735 2.068  -0.1294
9 C 1.161 -2.531 2.440  0.1616
10 O 1.008 -1.538 1.591  0.0046
11 N 2.273 -5.408 5.319  0.0024
12 O 2.847 -6.400 4.907  -0.0110
13 O 2.088 -5.168 6.498  -0.0094
14 H -0.503 -1.158 5.128  -0.0286
15 H 0.851 -3.209 5.794  0.0030
16 H 2.577 -5.611 2.714  0.0097
17 H 2.017 -3.894 1.034  -0.0116
18 O -2.097 -2.531 1.822  -0.0027
19 H -1.212 -2.170 1.685  -0.0029
20 H -2.238 -2.594 2.769  -0.0003
21 N 0.275 3.751 0.300  0.0003
22 H -0.080 2.793 0.281  0.0015
23 H 0.114 4.157 -0.614  0.0001
24 H -0.308 4.265 0.953  -0.0001
25 Cl -1.384 4.347 3.392  0.0001
26 C -1.088 2.878 4.313  0.0002
27 Cl -2.600 2.053 4.703  0.0003
28 C -0.240 1.891 3.497  -0.0021
29 O 0.652 1.301 4.102  0.0183
30 O -0.484 1.780 2.267  0.0178
31 H -0.584 3.147 5.246  -0.0001
32 C 2.846 1.162 0.427  0.0067
33 C 4.345 1.557 0.432  0.0005
34 N 4.775 1.917 1.770  0.0001
35 C 4.622 0.767 2.641  0.0058
36 C 3.144 0.303 2.660  0.0296
37 N 2.318 1.180 1.804  -0.0198
38 C 2.458 2.571 2.294  0.0063
39 C 3.945 2.999 2.265  -0.0001
40 H 2.691 0.162 0.016  0.0028
41 H 2.257 1.868 -0.167  0.0011
42 H 4.531 2.407 -0.227  -0.0001
43 H 4.982 0.731 0.108  0.0000
44 H 4.964 1.051 3.638  -0.0003
45 H 5.275 -0.029 2.276  0.0001
46 H 2.742 0.344 3.678  -0.0021
47 H 3.071 -0.725 2.292  -0.0161
48 H 2.096 2.629 3.321  -0.0015
49 H 1.845 3.217 1.656  0.0008
50 H 4.295 3.261 3.266  0.0001
51 H 4.096 3.865 1.617  0.0002
52 C -6.275 3.189 0.133  0.0001
53 Ge -4.362 2.745 -0.191  -0.0007
54 C -4.226 1.457 -1.693  0.0006
55 C -3.327 4.392 -0.633  0.0001
56 C -3.626 2.086 1.544  0.0023
57 Se -2.905 0.280 1.746  0.0038
58 C -4.598 -0.642 1.313  0.0015
59 H -6.750 3.590 -0.757  0.0000
60 H -6.364 3.928 0.924  -0.0001
61 H -6.825 2.302 0.436  0.0000
62 H -4.239 1.989 -2.639  0.0001
63 H -5.059 0.762 -1.691  0.0000
64 H -3.303 0.890 -1.617  -0.0005
65 H -3.862 5.030 -1.331  0.0000
66 H -2.372 4.130 -1.077  0.0000
67 H -3.132 4.968 0.268  0.0000
68 H -4.369 2.233 2.330  -0.0004
69 H -2.764 2.708 1.775  0.0012
70 H -4.938 -0.354 0.323  0.0002
71 H -5.346 -0.376 2.056  0.0001
72 H -4.394 -1.709 1.350  -0.0001
73 N -0.060 0.249 -0.117  0.0155
74 P 0.188 -0.468 -1.477  0.0095
75 N 1.746 -1.126 -1.785  -0.0021
76 C 2.637 -0.760 -2.863  0.0003
77 C 4.105 -0.815 -2.433  0.0001
78 C 4.443 -2.182 -1.847  -0.0007
79 C 3.477 -2.511 -0.713  -0.0016
80 C 2.042 -2.430 -1.234  0.0031
81 N 0.054 0.621 -2.766  -0.0010
82 C -0.447 1.967 -2.537  -0.0010
83 C -1.408 2.403 -3.639  -0.0005
84 C -0.672 2.453 -4.982  0.0001
85 C 0.303 1.272 -5.102  -0.0002
86 C -0.094 0.160 -4.134  0.0001
87 N -0.842 -1.767 -1.833  -0.0004
88 C -2.070 -1.934 -1.089  0.0051
89 C -3.260 -2.060 -2.037  0.0004
90 C -3.056 -3.271 -2.939  0.0001
91 C -1.755 -3.084 -3.712  -0.0001
92 C -0.590 -2.864 -2.742  -0.0003
93 H 2.389 0.254 -3.178  0.0002
94 H 2.519 -1.447 -3.719  -0.0001
95 H 4.296 -0.042 -1.693  -0.0001
96 H 4.729 -0.619 -3.307  0.0000
97 H 5.472 -2.195 -1.483  0.0000
98 H 4.349 -2.943 -2.627  0.0000
99 H 3.610 -1.815 0.117  0.0006
100 H 3.671 -3.521 -0.345  0.0013
101 H 1.315 -2.597 -0.438  0.0022
102 H 1.931 -3.222 -1.992  0.0003
103 H 0.395 2.675 -2.518  0.0004
104 H -0.942 1.970 -1.561  0.0030
105 H -1.827 3.382 -3.396  0.0000
106 H -2.236 1.698 -3.700  0.0000
107 H -0.124 3.391 -5.066  0.0000
108 H -1.400 2.424 -5.792  0.0000
109 H 1.321 1.592 -4.871  -0.0001
110 H 0.306 0.877 -6.119  0.0000
111 H 0.537 -0.714 -4.280  0.0000
112 H -1.128 -0.142 -4.346  0.0001
113 H -2.174 -1.067 -0.431  -0.0062
114 H -2.020 -2.840 -0.471  0.0010
115 H -3.330 -1.164 -2.653  -0.0002
116 H -4.178 -2.156 -1.460  0.0001
117 H -3.894 -3.385 -3.628  0.0000
118 H -2.994 -4.173 -2.326  0.0000
119 H -1.846 -2.224 -4.377  0.0001
120 H -1.538 -3.961 -4.325  0.0000
121 H 0.316 -2.661 -3.315  0.0001
122 H -0.445 -3.792 -2.166  0.0001

The expectation value of S² is 0.7876. As for the gap between HOMO and LUMO (spin up / spin down): 5.82 / 7.14 eV. The calculation puts the energy above the lowest of the compared OMol25 structures with the same formula, charge and spin at 2.302 eV. As for the multiplicity: 2. Its LUMO energy (spin up / spin down) is -0.4 / -0.4 eV.

| no. | energy (Eh) |
| --- | --- |
| 1 | -5395.47112 |
| 2 | -8927.59545 |